1.
Entry from the Open Molecules 2025 dataset: a structure of composition C31H51Cl2N3P2Rh in a non-equilibrium geometry (the ωB97M-V functional and the def2-TZVPD basis).

```
90
C31H51Cl2N3P2Rh (the ωB97M-V functional and the def2-TZVPD basis)
P 1.1086 4.4203 -0.1461
C -0.2952 5.4364 -0.8808
C -0.1920 6.9716 -0.9093
C -1.5215 7.5931 -1.3672
C -1.9430 7.0593 -2.7421
C -2.0180 5.5270 -2.7402
C -0.6939 4.9072 -2.2708
C 2.5923 4.5884 -1.2830
C 2.9542 5.9697 -1.8491
C 4.3068 5.9254 -2.5779
C 4.2995 4.8717 -3.6932
C 3.9108 3.4908 -3.1488
C 2.5646 3.5377 -2.4110
C 1.6220 5.5080 1.2911
C 0.4556 5.6089 2.2931
C 0.8307 6.4501 3.5212
C 2.0793 5.8931 4.2149
C 3.2475 5.7851 3.2278
C 2.8688 4.9461 1.9981
H -1.1262 5.1835 -0.2022
H 0.6036 7.2792 -1.5966
H 0.0745 7.3619 0.0787
H -1.4349 8.6866 -1.3927
H -2.3016 7.3524 -0.6305
H -2.9082 7.4880 -3.0384
H -1.2076 7.3825 -3.4934
H -2.8231 5.2037 -2.0650
H -2.2730 5.1565 -3.7409
H -0.7676 3.8131 -2.2517
H 0.0934 5.1623 -2.9928
H 3.4112 4.2864 -0.6103
H 5.0965 5.6813 -1.8525
H 2.9787 6.7221 -1.0523
H 2.1797 6.2814 -2.5616
H 4.5464 6.9142 -2.9888
H 5.2810 4.8268 -4.1808
H 3.5750 5.1716 -4.4644
H 3.8677 2.7585 -3.9647
H 4.6880 3.1456 -2.4514
H 2.3195 2.5542 -1.9941
H 1.7709 3.7848 -3.1276
H 1.8592 6.5186 0.9277
H -0.4300 6.0361 1.8091
H 0.1805 4.5937 2.6132
H 1.0238 7.4850 3.2035
H -0.0131 6.4846 4.2214
H 1.8531 4.8950 4.6167
H 2.3571 6.5246 5.0677
H 4.1249 5.3478 3.7199
H 3.5367 6.7937 2.8985
H 3.7187 4.9114 1.3077
H 2.6669 3.9104 2.3065
Rh 0.0000 0.0000 0.0000
Cl 2.2316 0.3995 0.3630
Cl -2.0004 1.1185 -0.0961
C -0.0818 -1.3821 -1.2033
H -0.0945 -2.4358 -0.9093
C 0.0154 -1.1509 -2.6353
C 0.4182 -2.2082 -3.4785
C 0.5682 -2.0108 -4.8468
C 0.3082 -0.7570 -5.4052
C -0.1092 0.2969 -4.5866
C -0.2579 0.1051 -3.2188
H 0.6229 -3.1821 -3.0401
H 0.8850 -2.8339 -5.4814
H -0.3290 1.2678 -5.0214
H -0.6228 0.9152 -2.5913
H 0.4205 -0.6037 -6.4747
C -2.2998 -3.5400 3.2365
N -2.0832 -3.4054 1.7894
C -0.8766 -4.1818 1.3878
N 0.3346 -3.7940 2.1645
C 0.0575 -3.9254 3.6018
N -1.1060 -3.1102 3.9821
C -0.8405 -1.6766 3.7832
P -0.5007 -1.2197 2.0298
C -2.0198 -1.9862 1.3805
C 0.8353 -2.4413 1.8323
H -2.5298 -4.6020 3.4783
H -3.1923 -2.9559 3.5540
H -0.6967 -4.1020 0.2999
H -1.0773 -5.2628 1.5574
H 0.9496 -3.6365 4.2006
H -0.1396 -4.9939 3.8449
H -1.7137 -1.0881 4.1388
H 0.0270 -1.3712 4.4068
H -2.0336 -1.9525 0.2789
H -2.9152 -1.4210 1.7169
H 1.7094 -2.1624 2.4590
H 1.2077 -2.4565 0.7964
```

The value obtained for the HOMO energy (alpha / beta) is -2.811 / -4.939 eV. The expectation value of S² is 6.04. The spin multiplicity is 5. The orbital gap (alpha / beta) comes out at 5.459 / 7.166 eV. As for the total charge: -1.

***

2.
Entry from the Open Molecules 2025 dataset: a structure of composition C31H51Cl2N4PRu in a non-equilibrium geometry (the ωB97M-V functional and the def2-TZVPD basis).

```
90
C31H51Cl2N4PRu (the ωB97M-V functional and the def2-TZVPD basis)
P 3.1861 1.4665 -2.0858
C 3.3648 0.8928 -3.9437
C 4.4261 1.5019 -4.8781
C 4.2433 0.9962 -6.3239
C 4.1616 -0.5287 -6.4402
C 3.2012 -1.1530 -5.4246
C 3.4334 -0.6346 -3.9923
C 4.8408 0.8570 -1.2939
C 6.1072 0.9213 -2.1482
C 7.3431 0.5898 -1.3005
C 7.2331 -0.7639 -0.5976
C 5.9040 -0.9435 0.1487
C 4.6705 -0.5432 -0.6911
C 3.7214 3.2660 -2.3473
C 2.7176 4.0175 -3.2378
C 3.1551 5.4671 -3.5260
C 3.4667 6.2486 -2.2460
C 4.4247 5.4947 -1.3173
C 3.9848 4.0390 -1.0420
H 2.3691 1.2246 -4.3057
H 5.4322 1.2275 -4.5463
H 4.3881 2.5983 -4.8816
H 5.0565 1.3767 -6.9555
H 3.3126 1.4193 -6.7142
H 3.8514 -0.8071 -7.4522
H 5.1573 -0.9585 -6.2888
H 2.1693 -0.9122 -5.7137
H 3.2854 -2.2478 -5.4319
H 2.6910 -1.0726 -3.3156
H 4.4221 -0.9752 -3.6588
H 4.9519 1.5764 -0.4654
H 7.4388 1.3693 -0.5387
H 6.2551 1.9090 -2.6069
H 6.0415 0.1946 -2.9724
H 8.2466 0.6318 -1.9225
H 8.0656 -0.8828 0.1027
H 7.3300 -1.5638 -1.3390
H 5.7940 -1.9801 0.4901
H 5.9213 -0.3185 1.0482
H 3.7609 -0.5812 -0.0765
H 4.5365 -1.2834 -1.4944
H 4.6802 3.1991 -2.8827
H 2.5540 3.4882 -4.1839
H 1.7592 4.0474 -2.7072
H 4.0485 5.4575 -4.1662
H 2.3693 5.9782 -4.0938
H 2.5272 6.4354 -1.7113
H 3.8787 7.2350 -2.4974
H 4.5214 6.0328 -0.3678
H 5.4229 5.4781 -1.7774
H 4.7484 3.5396 -0.4319
H 3.0604 4.0514 -0.4531
Ru 0.4240 0.3692 -0.3645
Cl 1.7090 1.4736 1.1864
Cl -0.4622 -0.0095 -2.4607
C 0.0560 -1.2309 0.5219
H -0.7214 -1.1461 1.3065
C 0.6631 -2.5877 0.4344
C 0.4595 -3.5865 1.4239
C 1.0959 -4.8196 1.2867
C 1.9284 -5.0765 0.1715
C 2.0923 -4.1168 -0.8174
C 1.4464 -2.8808 -0.7026
H -0.2056 -3.3884 2.2584
H 0.9616 -5.5925 2.0432
H 2.7107 -4.2987 -1.6856
H 1.4982 -2.1326 -1.5003
H 2.4465 -6.0370 0.0980
C -2.6635 0.1325 -0.0535
N -1.5049 1.0047 0.4024
C -1.6401 1.0970 1.9178
N -2.9532 1.6690 2.3372
C -4.0538 0.8191 1.8142
N -3.9896 0.6986 0.3374
C -4.1461 2.0743 -0.2054
N -3.0553 2.9706 0.2617
C -1.7461 2.4006 -0.1514
C -3.1247 3.0212 1.7474
H -2.5519 -0.8656 0.3871
H -2.5979 0.0415 -1.1420
H -0.8205 1.7092 2.3007
H -1.5554 0.0944 2.3587
H -5.0216 1.2686 2.0899
H -3.9897 -0.1858 2.2661
H -4.1587 2.0467 -1.3094
H -5.1092 2.4734 0.1466
H -0.9266 3.0389 0.2166
H -1.6836 2.3298 -1.2411
H -4.1110 3.4134 2.0444
H -2.3441 3.6994 2.1320
```

The value obtained for the HOMO energy (alpha / beta) is -6.581 / -8.445 eV. The expectation value of S² is 6.04. The spin multiplicity is 5. The orbital gap (alpha / beta) comes out at 6.427 / 6.974 eV.

***

3.
Entry from the Open Molecules 2025 dataset: a cluster of 9 separate species, C31H51Cl9O12 in total in a non-equilibrium geometry (the ωB97M-V functional and the def2-TZVPD basis).

```
103
C31H51Cl9O12 (the ωB97M-V functional and the def2-TZVPD basis)
C -5.1900 40.1014 9.8996
C -4.2545 39.4699 9.0854
C -3.8899 38.0062 9.2336
O -3.0223 37.3701 8.6052
C -4.7891 37.3482 10.0910
C -5.5875 37.9245 10.9629
C -5.8843 39.3772 11.0116
O -6.6727 39.9711 11.8530
O -5.9923 37.2272 12.0673
O -3.6109 40.0826 8.0215
H -5.3225 41.1415 9.6409
H -4.5937 36.3045 10.2884
H -6.3181 37.7911 12.7726
H -2.8221 39.5803 7.8044
C -14.1022 34.4046 10.6104
C -13.8978 35.6856 10.9177
C -13.0734 36.6421 10.0564
O -12.9343 37.8635 10.1715
C -12.2343 35.8678 9.0706
C -12.3773 34.5546 8.8493
C -13.3677 33.7033 9.5091
O -13.5310 32.4454 9.4416
O -11.7181 34.0219 7.7873
O -14.7298 36.2346 11.8215
H -14.9134 34.0016 11.1985
H -11.4905 36.4528 8.5501
H -12.0208 33.1199 7.6590
H -14.5805 37.1477 12.0778
C -13.2622 39.9129 4.7685
Cl -12.3876 38.5137 5.4026
Cl -12.6183 41.4462 5.3944
Cl -14.9498 39.6435 5.0775
H -13.1271 40.0146 3.6917
C -10.9166 42.0468 10.4201
Cl -11.8180 42.3870 11.8909
Cl -9.1795 42.3571 10.6066
Cl -11.5727 42.9826 9.0094
H -11.1046 40.9798 10.3006
C -10.8128 35.1071 4.1316
Cl -11.8797 36.1618 3.2082
Cl -9.7627 35.8543 5.3604
Cl -9.8571 34.0757 2.9886
H -11.4240 34.4109 4.7059
C -10.3403 50.3936 6.8404
C -10.3285 49.1634 5.9547
O -9.2537 48.2831 5.9637
C -9.1129 47.5491 7.1810
C -7.7340 46.8516 7.1056
H -11.0629 51.1453 6.5229
H -10.5280 50.2826 7.9084
H -9.4416 51.0090 6.8821
H -11.2719 48.6361 6.0965
H -10.2816 49.5825 4.9496
H -9.1186 48.0318 8.1582
H -9.9510 46.8522 7.1732
H -7.5429 46.4408 8.0970
H -6.9547 47.5227 6.7444
H -7.7663 45.9892 6.4397
C -11.8517 45.8457 4.3520
C -10.5502 45.1082 4.5073
O -9.9287 45.2069 3.2744
C -8.5687 45.5316 3.2379
C -7.7746 44.2570 3.4661
H -12.3981 45.7277 3.4163
H -12.4929 45.7106 5.2230
H -11.5616 46.8939 4.4246
H -9.9868 45.6403 5.2739
H -10.6317 44.0549 4.7755
H -8.2948 45.8856 2.2441
H -8.2846 46.3471 3.9030
H -6.8659 44.1902 2.8679
H -8.3578 43.4448 3.0322
H -7.7016 44.0863 4.5402
C -8.0859 42.2189 6.3841
C -7.3425 41.1723 7.3105
O -7.8500 39.8376 7.1251
C -9.2566 39.7712 7.2635
C -9.4292 38.4305 8.0556
H -9.1729 42.1653 6.4438
H -7.7748 43.2127 6.7061
H -7.6704 42.0277 5.3947
H -6.2588 41.2557 7.2297
H -7.5378 41.4952 8.3332
H -9.7362 40.5703 7.8287
H -9.7492 39.5097 6.3270
H -8.9801 38.3773 9.0474
H -9.0017 37.6517 7.4241
H -10.4977 38.2184 8.0933
C -7.7817 34.7590 9.4227
C -8.3950 33.3721 9.1057
O -7.5202 32.3705 9.6517
C -7.7643 31.0198 9.1843
C -6.8129 29.9761 9.8646
H -7.3492 34.8060 10.4221
H -6.9823 35.0434 8.7384
H -8.5856 35.4921 9.3565
H -9.3420 33.1702 9.6063
H -8.6395 33.2151 8.0552
H -8.7502 30.5971 9.3774
H -7.5595 31.0306 8.1138
H -6.9730 29.6727 10.8992
H -5.7530 30.2128 9.7720
H -7.0755 29.0605 9.3347
```

The value obtained for the HOMO energy (alpha / beta) is -2.690 / -4.884 eV. The expectation value of S² is 0.77. The spin multiplicity is 2. The orbital gap (alpha / beta) comes out at 2.267 / 4.461 eV. As for the total charge: -1.

***

Q: Look up the spin multiplicity of the third one.
A: 2